[1]
DFT (wB97M-V/def2-TZVPD) results for a cluster of 2 separate species, C4H8NOS in total at a distorted geometry.

Its LUMO energy is -3.93 eV. The molar mass comes out at 118.181 g mol⁻¹. Its energy relative to the best compared isomer or geometry (same formula, charge and spin) is 3.8044 eV. The calculation puts the total energy at -18639.4431 eV. The value obtained for the HOMO energy is -13.11 eV.

The geometry in ORCA input format:
```
! wB97M-V def2-TZVPD RIJCOSX def2/J DEFGRID3
* xyz 1 1
S 2.214 -0.144 -0.442
O 1.106 1.972 0.550
N -0.331 0.071 0.482
C -1.468 -0.055 -0.493
C 0.817 0.927 -0.180
C 0.153 -1.291 0.670
C 1.413 -1.514 0.238
H -0.687 0.418 1.348
H 0.455 1.340 -1.800
H 0.540 2.747 0.496
H -1.926 0.925 -0.877
H -2.374 -0.205 0.152
H -0.641 -1.943 0.883
H 2.052 -2.409 0.154
H -1.324 -0.838 -1.182
*
```

[2]
DFT (wB97M-V/def2-TZVPD) results for a cluster of 2 separate species, C4H8NS in total at a distorted geometry.

Its LUMO energy is -6.03 eV. The molar mass comes out at 102.182 g mol⁻¹. Its energy relative to the best compared isomer or geometry (same formula, charge and spin) is 3.2685 eV. The calculation puts the total energy at -16592.1381 eV. The value obtained for the HOMO energy is -12.74 eV.

The geometry in ORCA input format:
```
! wB97M-V def2-TZVPD RIJCOSX def2/J DEFGRID3
* xyz 1 1
S 2.430 0.654 0.543
N -1.880 0.962 -0.636
C 2.725 -1.146 -0.011
C -3.241 -0.761 0.598
C -0.626 1.205 -0.570
C -2.548 0.021 0.015
H 2.161 -1.201 -0.937
H 3.804 -1.271 -0.061
H -0.308 2.183 -0.964
H 2.336 -1.738 0.788
H 0.103 0.488 -0.282
H 1.542 0.315 1.472
H -2.515 1.736 -0.920
H -3.985 -1.447 0.965
*
```

[3]
DFT (wB97M-V/def2-TZVPD) results for a cluster of 2 separate species, C4H8NS6 in total at a distorted geometry.

Its LUMO energy is -5.36 eV. The molar mass comes out at 262.517 g mol⁻¹. Its energy relative to the best compared isomer or geometry (same formula, charge and spin) is 0.7678 eV. The calculation puts the total energy at -70768.4346 eV. The value obtained for the HOMO energy is -12.31 eV.

The geometry in ORCA input format:
```
! wB97M-V def2-TZVPD RIJCOSX def2/J DEFGRID3
* xyz 1 1
S 1.811 1.118 1.660
S 2.928 -0.675 -0.523
S -1.901 -1.971 -0.981
S -1.296 2.490 -0.991
S -2.213 0.986 1.535
S 0.100 -0.698 -2.782
N -0.014 -1.321 1.154
C -1.320 1.221 0.127
C 0.231 -0.584 0.064
C 1.477 0.332 0.005
C -0.440 -1.038 -1.175
H -1.515 -0.186 1.903
H 0.378 -1.128 2.069
H 2.806 -0.129 -1.740
H -0.810 -2.016 1.107
H 1.380 1.099 -0.656
H -2.215 3.144 -0.241
H -1.935 -2.700 -1.954
H 2.550 2.057 1.420
*
```

[4]
DFT (wB97M-V/def2-TZVPD) results for a structure of composition C4H8NaO6P2 at a distorted geometry.

Its LUMO energy is -5.12 eV. The molar mass comes out at 237.040 g mol⁻¹. The calculation puts the total energy at -39551.2191 eV. The value obtained for the HOMO energy is -12.76 eV.

The geometry in ORCA input format:
```
! wB97M-V def2-TZVPD RIJCOSX def2/J DEFGRID3
* xyz 1 1
P -0.513 2.020 -0.026
P 0.640 -1.595 -1.142
Na -2.779 0.950 -2.210
O -0.747 0.405 2.005
O 2.119 -2.229 -0.911
O -0.345 -2.851 -0.945
O 0.899 2.518 0.582
O -0.077 -1.647 1.497
O -0.861 -1.238 3.596
C -0.146 1.993 -1.835
C 0.439 -0.691 0.490
C -0.681 0.268 0.558
C -0.585 -0.866 2.493
H -0.018 -3.436 -0.251
H -1.636 -0.176 0.308
H 1.353 -0.371 0.960
H 0.016 3.020 -2.109
H 0.697 2.895 1.441
H 0.779 1.472 -2.030
H -0.960 1.649 -2.465
H 2.407 -2.089 -0.007
*
```

[5]
DFT (wB97M-V/def2-TZVPD) results for the molecule C4H8O.

Its LUMO energy is 0.66 eV. The molar mass comes out at 72.107 g mol⁻¹. Its energy relative to the best compared isomer or geometry (same formula, charge and spin) is 4.7106 eV. The calculation puts the total energy at -6320.4573 eV. The value obtained for the HOMO energy is -8.09 eV.

The geometry in ORCA input format:
```
! wB97M-V def2-TZVPD RIJCOSX def2/J DEFGRID3
* xyz 0 1
O 0.428 -0.342 -0.954
C 0.399 -1.182 0.218
C 0.487 0.980 1.381
C -0.379 -0.111 0.882
C -0.830 0.003 -1.562
H 0.261 1.005 2.457
H -1.589 -0.767 -1.395
H 1.575 0.890 1.229
H -0.104 -2.139 0.029
H -1.226 0.950 -1.178
H 1.445 -1.349 0.519
H -0.607 0.112 -2.624
H 0.140 1.949 0.998
*
```

[6]
DFT (wB97M-V/def2-TZVPD) results for a cluster of 2 separate species, C4H8O in total at a distorted geometry.

Its LUMO energy is 0.96 eV. The structure (SMILES) is C=CC.C=O. The molar mass comes out at 72.107 g mol⁻¹. Its energy relative to the best compared isomer or geometry (same formula, charge and spin) is 2.2462 eV. The calculation puts the total energy at -6322.9217 eV. The value obtained for the HOMO energy is -9.23 eV.

The geometry in ORCA input format:
```
! wB97M-V def2-TZVPD RIJCOSX def2/J DEFGRID3
* xyz 0 1
O -0.784 -1.340 2.037
C -1.496 -0.394 1.847
C 1.758 0.435 -0.582
C -0.626 0.250 -1.317
C 0.447 -0.296 -0.726
H 2.441 0.199 -1.394
H -0.904 1.283 -1.115
H -1.412 -0.464 -1.625
H 0.523 -1.343 -0.419
H -1.944 0.226 2.639
H 2.200 0.059 0.363
H -1.766 -0.133 0.812
H 1.564 1.517 -0.520
*
```

[7]
DFT (wB97M-V/def2-TZVPD) results for a structure of composition C4H8O at a distorted geometry.

Its LUMO energy is -0.07 eV. The molar mass comes out at 72.107 g mol⁻¹. Its energy relative to the best compared isomer or geometry (same formula, charge and spin) is 6.2684 eV. The calculation puts the total energy at -6318.8995 eV. The value obtained for the HOMO energy is -9.26 eV.

The geometry in ORCA input format:
```
! wB97M-V def2-TZVPD RIJCOSX def2/J DEFGRID3
* xyz 0 1
O 0.728 -1.375 0.007
C -0.048 -0.217 -0.103
C -1.383 -0.284 -0.738
C -1.224 0.091 0.718
C 1.133 0.683 -0.153
H 1.847 0.431 0.807
H -1.326 1.061 1.028
H 1.787 0.210 -0.936
H 1.255 1.991 -0.493
H 2.081 -1.139 0.366
H -1.323 -0.749 1.634
H -1.765 -1.286 -0.979
H -1.762 0.585 -1.156
*
```

[8]
DFT (wB97M-V/def2-TZVPD) results for the molecule C4H8O at a distorted geometry.

Its LUMO energy is 0.91 eV. The structure (SMILES) is CC(C)C=O. The molar mass comes out at 72.107 g mol⁻¹. Its energy relative to the best compared isomer or geometry (same formula, charge and spin) is 1.1938 eV. The calculation puts the total energy at -6323.9740 eV. The value obtained for the HOMO energy is -9.51 eV.

The geometry in ORCA input format:
```
! wB97M-V def2-TZVPD RIJCOSX def2/J DEFGRID3
* xyz 0 1
O 2.766 0.192 0.099
C -0.649 -0.950 0.215
C 1.794 -0.470 -0.055
C 0.093 1.376 0.122
C 0.317 -0.056 -0.423
H 0.310 -0.289 -1.443
H -1.693 -0.608 0.041
H -0.500 -1.038 1.330
H 0.356 1.519 1.180
H -1.034 1.550 -0.086
H -0.851 -1.999 -0.223
H 0.490 2.167 -0.589
H 1.856 -1.589 -0.142
*
```

Record-wise orbital gap values, in eV: 9.177; 6.704; 6.950; 7.639; 8.752; 10.187; 9.189; 10.422